(1)
{
  "formula": "C25H19F11NO2SbW",
  "method": "ωB97M-V/def2-TZVPD",
  "e_homo_ev": [-12.07, -12.75],
  "total_charge": 1,
  "multiplicity": 4,
  "relative_energy_ev": 2.162,
  "homo_lumo_gap_ha": [0.2603, 0.2189],
  "species": ["H", "F", "C", "C", "H", "C", "H", "N", "O", "C", "C", "C", "H", "F", "H", "C", "C", "H", "C", "H", "C", "F", "C", "H", "F", "C", "C", "C", "H", "C", "C", "F", "F", "H", "W", "H", "C", "F", "C", "C", "Sb", "C", "O", "C", "H", "F", "H", "C", "H", "H", "C", "H", "H", "F", "F", "H", "H", "C", "F", "C"],
  "xyz": [[-5.993, 2.048, 3.312], [0.405, -3.718, -0.725], [-4.286, 0.841, 2.756], [-3.112, 1.490, 0.747], [-5.001, -0.365, -3.554], [-5.058, 2.755, 1.539], [-4.381, 0.180, 3.607], [-2.111, 1.288, -0.171], [-0.261, 2.790, -2.683], [-3.241, -3.292, -3.504], [1.382, 0.082, 3.139], [0.698, -1.597, -1.775], [-1.385, -1.587, 2.114], [3.064, 2.254, -0.683], [-5.736, 3.588, 1.406], [-3.830, 3.478, -0.468], [1.322, -2.951, -1.365], [-3.747, -0.027, -1.459], [0.059, -0.117, 2.778], [-2.570, 3.965, -2.150], [2.295, -0.953, 3.003], [-0.157, -1.892, -2.802], [-5.198, 1.905, 2.594], [1.698, 1.040, 3.528], [3.218, 3.887, -2.970], [-3.275, 0.637, 1.861], [1.904, -2.190, 2.497], [-4.300, -1.111, -3.206], [-2.595, -1.162, 0.355], [0.593, -2.394, 2.119], [-4.013, 2.577, 0.600], [4.707, 1.458, -2.819], [2.406, 1.603, -4.382], [-4.508, 4.314, -0.577], [-0.189, -0.161, -0.280], [-1.837, -3.863, -2.008], [-0.338, -1.351, 2.242], [1.731, -0.908, -2.342], [-3.602, -0.922, -2.049], [-4.119, -2.294, -3.945], [2.961, 2.077, -2.603], [-2.675, -1.909, -1.586], [-0.389, 0.656, -2.007], [-0.799, 1.947, -2.038], [0.277, -3.360, 1.747], [2.357, -2.796, -0.549], [-3.128, -4.201, -4.078], [-1.971, 2.183, -1.137], [2.627, -2.988, 2.401], [-1.546, -2.630, 0.064], [-1.995, -1.733, -0.348], [-2.578, -0.164, 2.032], [-0.660, 0.680, 2.919], [1.724, -3.628, -2.436], [0.339, 1.528, 0.422], [-4.674, -2.438, -4.863], [3.326, -0.797, 3.291], [-2.522, -3.105, -2.357], [1.571, -0.409, 0.220], [-2.789, 3.295, -1.331]],
  "forces_ev_per_angstrom": [[0.002, -0.005, 0.006], [-0.089, 0.047, -0.080], [0.008, -0.002, -0.008], [-0.027, 0.036, -0.010], [0.002, 0.003, 0.000], [-0.014, 0.002, 0.007], [-0.011, 0.004, 0.003], [0.096, -0.007, -0.005], [0.021, -0.057, -0.078], [0.014, -0.014, -0.018], [-0.017, 0.006, 0.008], [-0.113, -0.134, 0.079], [-0.011, -0.012, 0.072], [0.030, 0.028, 0.036], [0.008, 0.005, -0.004], [-0.041, -0.012, 0.031], [0.032, -0.067, 0.079], [-0.018, -0.040, -0.034], [0.000, -0.005, -0.012], [-0.004, 0.010, 0.010], [-0.004, -0.008, -0.006], [0.003, 0.002, 0.022], [-0.003, -0.005, -0.001], [0.000, 0.001, -0.001], [0.031, -0.007, 0.022], [-0.004, 0.012, 0.031], [0.012, -0.005, 0.013], [-0.008, -0.022, -0.012], [0.031, -0.007, 0.008], [-0.008, -0.011, 0.003], [0.018, -0.005, -0.024], [0.021, 0.026, 0.034], [0.016, -0.002, -0.022], [0.005, 0.005, -0.008], [-0.258, 0.389, -0.440], [0.073, -0.031, 0.033], [0.016, 0.011, -0.092], [0.100, 0.063, -0.029], [0.011, 0.016, -0.009], [-0.009, 0.019, 0.011], [-0.199, -0.058, -0.148], [0.002, 0.033, 0.007], [0.160, -0.085, 0.311], [-0.162, 0.104, 0.046], [0.002, 0.012, 0.018], [-0.021, -0.032, -0.044], [0.001, -0.001, 0.006], [0.052, -0.208, 0.125], [-0.003, 0.001, -0.007], [0.065, -0.039, -0.048], [-0.062, -0.006, -0.055], [0.037, 0.013, 0.004], [-0.023, 0.001, 0.016], [-0.014, 0.027, 0.010], [-0.017, 0.106, 0.100], [0.004, 0.003, -0.003], [-0.001, 0.002, 0.004], [0.034, 0.068, 0.020], [0.198, -0.205, 0.078], [0.037, 0.034, -0.056]]
}

***

(2)
{
  "formula": "C25H19N3O3",
  "method": "ωB97M-V/def2-TZVPD",
  "e_homo_ev": -8.39,
  "smiles": "O=C(/C=C/c1cn(-c2ccccc2)nc1-c1ccccc1)Nc1ccc(C(=O)O)cc1",
  "homo_lumo_gap_ha": 0.3021,
  "species": ["C", "C", "H", "C", "H", "C", "H", "C", "H", "N", "C", "O", "H", "C", "H", "C", "C", "C", "H", "C", "C", "H", "C", "O", "H", "C", "H", "C", "C", "H", "C", "C", "H", "N", "H", "C", "C", "H", "C", "C", "C", "H", "H", "H", "O", "N", "C", "H", "H", "C"],
  "xyz": [[0.644, 4.781, -0.028], [-4.660, 0.495, -0.229], [8.250, -0.082, 0.229], [-6.023, 0.662, -0.153], [-2.239, 0.003, -0.330], [-0.468, -1.726, -0.217], [-4.018, 1.349, -0.396], [7.668, -2.136, 0.056], [3.195, 2.998, 1.296], [3.576, 0.662, 0.019], [0.053, 3.782, -0.783], [-2.341, -3.126, 0.006], [-9.959, -1.125, 0.391], [5.062, -1.181, 0.025], [0.143, 1.738, -1.407], [-4.093, -0.777, -0.090], [0.154, -0.573, 0.058], [2.273, 0.868, 0.004], [6.787, -4.078, -0.127], [2.313, 3.228, 0.720], [-6.290, -1.703, 0.205], [-4.489, -2.855, 0.235], [1.780, 4.502, 0.716], [-8.850, 0.859, 0.024], [4.490, -3.250, -0.162], [5.304, -2.548, -0.071], [-0.399, 0.302, 0.379], [7.426, -0.774, 0.146], [6.605, -3.016, -0.053], [2.249, 5.283, 1.296], [-8.309, -0.215, 0.139], [2.587, -1.325, -0.002], [-0.820, 4.002, -1.380], [-2.711, -0.877, -0.174], [0.105, -2.601, -0.490], [1.711, 2.212, -0.020], [1.577, -0.379, -0.003], [-6.932, -2.553, 0.373], [-6.855, -0.437, 0.065], [0.583, 2.505, -0.784], [-1.914, -1.995, -0.112], [0.226, 5.777, -0.027], [-6.471, 1.638, -0.259], [2.522, -2.392, 0.023], [-9.015, -1.340, 0.353], [3.763, -0.662, 0.014], [6.131, -0.295, 0.131], [5.920, 0.760, 0.198], [8.680, -2.510, 0.068], [-4.924, -1.876, 0.129]],
  "forces_ev_per_angstrom": [[-0.035, 0.049, -0.021], [0.072, -0.108, 0.008], [0.054, 0.069, 0.007], [-0.199, -0.158, 0.038], [-0.041, -0.228, -0.018], [0.399, 0.268, 0.116], [0.056, 0.088, -0.016], [0.087, -0.046, -0.003], [0.078, -0.014, 0.073], [0.203, 0.673, -0.050], [-0.108, 0.086, -0.026], [0.038, -0.050, -0.029], [0.217, 0.229, -0.049], [0.987, -0.214, 0.018], [-0.028, -0.054, -0.045], [-0.503, -0.095, 0.071], [-0.512, -0.477, -0.096], [0.090, -0.957, -0.050], [0.000, -0.081, -0.007], [-0.050, -0.104, -0.030], [-0.181, 0.369, -0.036], [-0.009, 0.004, -0.001], [0.026, 0.084, 0.014], [0.092, -0.049, 0.000], [-0.088, -0.062, -0.015], [-0.199, 0.181, 0.006], [-0.114, -0.003, 0.026], [-0.012, -0.117, -0.008], [0.066, 0.019, 0.014], [0.035, 0.053, 0.050], [-0.472, 0.447, -0.030], [-0.342, 0.313, 0.026], [-0.050, 0.019, -0.051], [0.324, 0.338, -0.041], [0.026, -0.092, -0.071], [-0.053, 0.398, 0.043], [0.856, 0.098, -0.011], [-0.019, -0.078, 0.013], [0.281, -0.147, -0.001], [0.106, -0.076, 0.039], [-0.218, 0.140, 0.040], [-0.030, 0.076, 0.002], [-0.022, 0.078, -0.008], [0.051, -0.233, 0.029], [-0.030, -0.489, 0.072], [-0.997, 0.006, -0.008], [-0.183, 0.032, 0.003], [0.034, 0.043, 0.005], [0.086, -0.035, -0.001], [0.230, -0.193, 0.009]]
}

***

(3)
{
  "formula": "C25H20IN6PdS2",
  "method": "ωB97M-V/def2-TZVPD",
  "e_homo_ev": [-1.31, -1.22],
  "total_charge": -1,
  "homo_lumo_gap_ha": [0.1271, 0.1236],
  "species": ["H", "C", "N", "N", "H", "H", "I", "C", "C", "C", "N", "H", "H", "H", "C", "C", "H", "C", "H", "C", "C", "H", "C", "C", "C", "C", "H", "N", "N", "C", "H", "Pd", "H", "C", "C", "H", "C", "C", "H", "N", "C", "H", "S", "H", "C", "H", "H", "S", "C", "C", "C", "C", "C", "H", "H"],
  "xyz": [[-2.737, -0.862, -1.452], [-0.763, -1.731, 1.821], [-0.877, -0.980, -2.250], [2.677, 3.098, 1.880], [3.226, 0.713, 3.846], [4.055, 1.276, -1.424], [1.568, 2.753, 5.959], [-2.059, -1.284, -4.756], [2.934, 1.659, 3.447], [-0.713, -2.831, 2.683], [3.242, 1.886, 2.165], [1.497, 4.517, 2.971], [-1.947, 2.727, -0.541], [3.363, 0.309, -0.159], [-0.100, -1.181, -3.360], [-0.679, -1.449, -4.593], [0.050, -4.733, 3.053], [1.760, -0.132, -2.258], [2.012, -2.841, -4.044], [-1.645, -0.590, 1.895], [0.165, -3.828, 2.427], [4.820, -0.297, -1.004], [-3.652, 3.384, 0.584], [3.427, -1.571, -2.884], [3.876, 0.249, -1.101], [2.030, 3.577, 2.964], [2.832, 3.655, 1.002], [-1.503, 0.355, 0.931], [1.260, -1.130, -3.105], [-3.199, 1.279, 2.260], [-3.949, -1.218, -3.701], [0.025, -0.091, -0.483], [1.660, -2.676, -0.408], [0.058, -1.713, 0.651], [1.066, -3.775, 1.362], [-0.079, -1.685, -5.481], [-2.576, 2.547, 0.299], [2.276, -2.018, -3.426], [4.446, -1.925, -2.881], [3.082, -0.454, -2.118], [0.986, -2.725, 0.461], [-4.874, 1.972, 3.446], [-2.780, -0.156, 3.138], [-1.399, -2.883, 3.549], [-2.195, -0.984, -2.401], [1.760, -4.572, 1.197], [-3.931, 4.177, -0.167], [1.058, 1.331, -1.850], [-4.234, 2.114, 2.572], [-4.469, 3.178, 1.689], [-2.368, 1.426, 1.095], [2.110, 2.629, 4.017], [-2.848, -1.146, -3.630], [-2.447, -1.216, -5.770], [-5.301, 3.865, 1.886]],
  "forces_ev_per_angstrom": [[0.018, -0.096, -0.471], [0.297, -0.497, -0.963], [-0.572, -0.023, -2.456], [0.064, 0.271, 0.632], [0.195, -0.313, 0.331], [0.122, -0.009, -0.027], [-0.362, 0.122, 0.545], [0.987, -0.398, -0.058], [-0.096, -0.674, -1.388], [-1.381, 1.259, 0.603], [-0.021, 0.937, 0.140], [0.107, -0.025, -0.185], [0.375, -0.041, -0.607], [-0.489, -0.274, 0.476], [-0.824, -0.658, 1.183], [-0.141, 0.264, -1.078], [0.581, 0.479, -0.322], [-1.067, -0.840, 1.495], [0.324, -0.528, -0.372], [0.784, 1.687, -1.400], [0.197, -1.886, 0.880], [-0.064, 0.206, 0.113], [-0.249, 0.595, -1.023], [-0.683, 0.413, 1.023], [0.438, -0.589, -1.453], [-0.696, -0.289, 1.162], [-0.221, -1.569, 1.277], [-0.777, -0.132, 1.414], [-0.256, 0.790, -0.440], [0.656, -0.540, -0.423], [0.752, 0.461, 0.156], [1.105, -0.082, 0.498], [-0.301, -0.172, 0.410], [0.076, 0.599, 1.167], [-0.421, 0.336, -0.451], [-0.028, 0.332, 0.458], [-0.367, -0.216, 0.236], [0.076, 0.087, -0.715], [-0.235, -0.205, -0.103], [1.566, 0.384, 0.797], [0.406, -0.963, 0.223], [0.278, -0.041, -0.271], [0.048, -0.312, -0.125], [0.336, -0.137, -0.451], [-0.128, -0.421, 0.201], [0.404, -0.464, 0.054], [0.515, -0.748, 1.069], [0.098, 2.619, -1.530], [-0.618, 1.163, -0.305], [-0.431, 0.179, 0.508], [-0.727, -0.839, 1.668], [0.982, 1.416, -2.603], [-0.774, 0.163, 0.399], [-0.165, -0.463, 0.229], [0.305, -0.318, -0.125]]
}

***

(4)
{
  "formula": "C25H21BrCl2N8O3S2V",
  "method": "ωB97M-V/def2-TZVPD",
  "e_homo_ev": [1.71, -2.36],
  "total_charge": -2,
  "multiplicity": 4,
  "homo_lumo_gap_ha": [0.0742, 0.2237],
  "species": ["C", "N", "C", "H", "H", "N", "N", "C", "C", "H", "C", "C", "H", "C", "C", "C", "O", "C", "N", "H", "H", "H", "C", "S", "C", "C", "C", "C", "N", "O", "Cl", "H", "H", "N", "H", "N", "H", "C", "C", "C", "N", "H", "C", "C", "C", "Br", "H", "C", "H", "C", "H", "H", "H", "C", "H", "Cl", "H", "O", "S", "V", "H", "C", "H"],
  "xyz": [[3.327, 1.324, -0.772], [2.555, 0.199, -0.796], [2.999, -2.260, -0.677], [-4.807, -0.569, 0.508], [8.469, 0.670, 4.666], [0.305, 1.524, -1.145], [8.321, 0.318, 1.853], [1.479, 3.228, 1.636], [-4.199, 2.768, 0.583], [1.914, -2.338, -0.677], [-0.704, 0.782, 2.935], [7.451, 0.068, 2.859], [3.398, -2.720, -1.584], [6.265, -0.497, 2.318], [6.500, -0.148, 5.025], [-2.846, 2.626, 0.352], [-0.894, -0.798, 0.055], [7.571, 0.247, 4.242], [-2.199, 1.518, 0.179], [3.680, 4.305, 3.978], [-1.524, 0.098, 2.831], [0.006, -1.955, -2.160], [0.784, 2.299, 2.415], [-0.525, 2.502, -1.975], [-2.157, -0.913, 0.153], [5.187, -0.863, 3.102], [2.183, 2.829, 4.339], [1.139, 2.124, 3.775], [6.534, -0.559, 0.977], [-2.768, -1.992, 0.222], [1.572, -0.948, 1.656], [-0.788, -0.441, -2.642], [1.179, 3.372, 0.608], [-0.247, 1.524, 1.999], [3.055, 4.660, 1.619], [7.789, -0.049, 0.729], [5.521, 1.558, -0.471], [5.338, -0.681, 4.476], [0.128, -0.864, -2.219], [-2.905, 0.369, 0.240], [4.643, -0.388, -0.455], [4.524, -0.960, 5.130], [5.794, -1.172, -0.067], [2.864, 3.741, 3.547], [4.625, 0.980, -0.566], [-1.801, 4.240, 0.321], [6.483, -1.282, -0.918], [-4.940, 1.577, 0.633], [2.893, 2.294, -0.911], [2.509, 3.937, 2.213], [4.262, -1.233, 2.685], [3.367, -2.791, 0.201], [-6.007, 1.619, 0.810], [-4.288, 0.378, 0.467], [-4.655, 3.734, 0.712], [1.378, -0.594, -3.422], [6.566, -0.036, 6.102], [-1.711, 1.877, -2.613], [0.078, 0.953, 4.505], [0.522, 0.029, -0.400], [5.431, -2.156, 0.255], [3.367, -0.821, -0.615], [2.464, 2.668, 5.370]],
  "forces_ev_per_angstrom": [[0.274, 0.086, -0.054], [1.420, -0.625, -0.016], [-0.013, 0.031, 0.005], [-0.030, -0.038, 0.001], [0.042, 0.030, 0.047], [-0.263, 3.907, -1.450], [0.197, -0.042, -1.481], [-0.167, -0.153, 0.015], [-0.211, 1.202, 0.136], [0.127, -0.097, -0.059], [0.274, 0.535, 0.175], [-1.331, -0.503, 0.451], [0.012, 0.028, -0.067], [1.215, 0.445, -0.208], [0.779, 0.335, 0.225], [0.316, -1.311, -0.073], [-1.736, -2.182, 1.482], [-0.221, -0.102, -0.078], [-0.137, 2.052, -0.074], [0.076, 0.038, -0.005], [-0.221, -0.258, -0.228], [-0.038, 0.177, 0.062], [0.732, 0.385, 0.981], [-0.189, -0.963, -0.572], [-3.484, 0.899, 0.267], [-0.317, -0.059, 0.843], [0.300, 0.272, 0.040], [-0.330, -0.195, -0.261], [1.124, 0.571, 0.831], [0.374, -0.375, -0.034], [0.330, -0.358, 0.864], [0.101, -0.092, 0.224], [-0.010, -0.058, -0.012], [-0.492, -0.584, -0.010], [0.024, 0.032, -0.017], [-0.461, -0.193, 1.031], [0.129, 0.166, 0.040], [-0.470, -0.307, -1.001], [-0.572, -0.743, 0.249], [0.592, -2.049, 0.025], [0.090, -0.196, 0.127], [-0.084, 0.021, -0.016], [-0.513, -0.360, -1.009], [0.016, -0.138, 0.290], [-0.013, 0.577, 0.000], [0.088, 0.700, 0.306], [-0.124, -0.061, 0.304], [-0.148, -1.240, -0.056], [-0.080, 0.100, 0.014], [0.055, 0.075, -0.086], [-0.248, -0.041, -0.097], [-0.080, -0.061, 0.029], [-0.114, -0.081, 0.001], [-0.968, 0.366, 0.144], [-0.003, 0.151, 0.012], [1.053, 0.071, -1.517], [-0.009, 0.028, -0.058], [0.341, 0.561, -0.206], [0.145, 0.214, -0.473], [2.743, -0.694, 0.257], [0.174, 0.240, -0.127], [-0.118, -0.192, -0.231], [0.050, 0.052, 0.096]]
}